No. 1
73
Properties=species:S:1:pos:R:3 method="wB97M-V/def2-TZVPD" charge=-2 lumo_energy_ev="4.0 / 4.0" spin_multiplicity=2 e_homo_ev="-1.724 / -1.862" de_lowest_kj_mol=0.00
Pd -1.44 -0.15 -1.55
O -0.93 2.41 0.37
C -1.29 2.04 1.68
C -2.11 0.70 1.72
O -2.62 0.43 2.82
O -2.16 0.05 0.65
C -2.15 3.15 2.28
C -2.79 4.06 1.46
C -3.59 5.06 2.00
C -3.77 5.15 3.37
C -3.14 4.23 4.20
C -2.34 3.24 3.66
C 0.01 1.89 2.49
C 0.31 0.78 3.26
C 1.54 0.69 3.92
C 2.46 1.72 3.82
C 2.16 2.83 3.05
C 0.95 2.92 2.39
H -1.09 1.63 -0.20
H -2.65 3.98 0.39
H -4.09 5.76 1.34
H -4.40 5.92 3.79
H -3.28 4.28 5.27
H -1.86 2.51 4.30
H -0.41 -0.03 3.34
H 1.76 -0.19 4.50
H 3.42 1.64 4.33
H 2.88 3.64 2.95
H 0.72 3.77 1.77
Br -7.28 2.41 -4.03
C -5.64 1.70 -3.32
C -4.43 2.24 -3.73
C -3.26 1.70 -3.21
C -3.23 0.64 -2.29
C -4.49 0.17 -1.90
C -5.69 0.67 -2.40
H -4.41 3.05 -4.44
H -2.32 2.14 -3.55
H -4.55 -0.63 -1.16
H -6.64 0.27 -2.08
C 2.21 0.30 -0.32
Ge 0.85 -1.00 -0.99
C 1.02 -2.47 0.36
C 0.60 -3.77 0.06
C 0.68 -4.80 0.99
C 1.19 -4.55 2.26
C 1.61 -3.27 2.58
C 1.53 -2.25 1.64
C 1.83 -1.84 -2.58
C 1.21 -1.68 -3.80
C 1.76 -2.17 -5.00
C 2.95 -2.83 -5.00
C 3.64 -3.04 -3.78
C 4.88 -3.73 -3.74
C 5.54 -3.93 -2.56
C 4.98 -3.45 -1.36
C 3.79 -2.78 -1.37
C 3.08 -2.54 -2.57
H 3.19 -0.14 -0.10
H 1.84 0.80 0.58
H 2.35 1.08 -1.08
H 0.18 -3.98 -0.92
H 0.34 -5.79 0.72
H 1.25 -5.35 2.99
H 1.99 -3.06 3.58
H 1.86 -1.25 1.92
H 0.25 -1.17 -3.83
H 1.22 -2.02 -5.93
H 3.39 -3.22 -5.92
H 5.29 -4.10 -4.68
H 6.48 -4.46 -2.55
H 5.50 -3.62 -0.42
H 3.36 -2.43 -0.44

=====

No. 2
29
Properties=species:S:1:pos:R:3 method="wB97M-V/def2-TZVPD" charge=+2 lumo_energy_ev="-8.2 / -8.1" spin_multiplicity=8 e_homo_ev="-15.113 / -15.113" de_lowest_kj_mol=0.00
Eu 2.06 -1.68 0.30
O 2.61 -2.38 4.06
C 2.68 -2.38 2.92
C 0.90 -3.58 -1.33
O 0.25 -4.28 -1.97
C 3.78 0.06 -0.98
O 4.36 0.94 -1.48
C 4.10 -3.19 -0.06
O 5.00 -3.89 -0.19
C 0.88 2.00 -0.28
P 0.26 0.33 0.15
C 0.56 0.36 1.94
C -1.46 0.46 -0.29
C -1.93 -0.04 -1.52
C -3.20 0.30 -1.97
C -4.00 1.12 -1.18
C -3.55 1.63 0.05
C -2.28 1.28 0.49
H 1.91 2.17 0.07
H 0.20 2.72 0.22
H 0.88 2.16 -1.37
H 1.63 0.48 2.16
H 0.19 -0.53 2.46
H 0.04 1.24 2.35
H -1.25 -0.62 -2.14
H -3.56 -0.07 -2.95
H -5.00 1.38 -1.52
H -4.18 2.29 0.66
H -1.86 1.70 1.41

=====

No. 3
61
Properties=species:S:1:pos:R:3 method="wB97M-V/def2-TZVPD" charge=+1 lumo_energy_ev=-4.5 e_homo_ev=-10.964 de_lowest_kj_mol=0.00
Au -0.13 0.30 -0.34
O -3.35 2.64 -0.16
C -2.27 2.13 -0.22
O -2.07 0.81 -0.35
C -0.99 2.96 -0.16
C -0.84 4.32 -0.04
C 0.45 4.84 0.02
C 1.57 4.00 -0.04
C 1.36 2.65 -0.16
N 0.10 2.21 -0.22
C 2.39 1.53 -0.22
O 3.56 1.75 -0.16
O 1.87 0.30 -0.36
H -1.72 4.95 0.01
H 0.59 5.90 0.11
H 2.58 4.38 0.01
Se 1.37 -2.64 -0.66
N -0.19 -1.72 -0.55
C -1.21 -2.56 -0.65
C -2.60 -2.24 -0.61
C -3.48 -3.26 -0.74
C -3.07 -4.62 -0.92
C -1.77 -4.97 -0.96
C -0.79 -3.93 -0.82
N 0.51 -4.14 -0.86
H -2.92 -1.22 -0.47
H -4.54 -3.04 -0.71
H -3.83 -5.38 -1.03
H -1.43 -5.98 -1.10
C 0.28 0.97 7.35
C 0.48 1.88 6.33
C 0.34 1.47 5.01
C 0.01 0.15 4.72
C -0.19 -0.76 5.75
C -0.05 -0.35 7.07
As -0.13 -0.38 2.86
C -1.53 -1.72 2.93
C -2.90 -1.49 3.07
C -3.76 -2.58 3.12
C -3.26 -3.87 3.03
C -1.90 -4.10 2.88
C -1.03 -3.02 2.84
C 0.45 -3.10 2.73
C 1.19 -4.27 2.61
C 2.58 -4.20 2.54
C 3.23 -2.97 2.59
C 2.49 -1.80 2.70
C 1.11 -1.87 2.77
H 0.38 1.29 8.38
H 0.74 2.90 6.55
H 0.49 2.18 4.20
H -0.44 -1.79 5.53
H -0.21 -1.05 7.87
H -3.29 -0.48 3.15
H -4.82 -2.41 3.25
H -3.94 -4.71 3.08
H -1.53 -5.11 2.82
H 0.70 -5.24 2.57
H 3.15 -5.11 2.45
H 4.31 -2.93 2.55
H 3.00 -0.84 2.74

=====

No. 4
13
Properties=species:S:1:pos:R:3 method="wB97M-V/def2-TZVPD" lumo_energy_ev=0.6 e_homo_ev=-7.874 de_lowest_kj_mol=462.03
N 1.05 0.42 2.40
C 0.68 0.26 1.20
O -0.43 0.89 0.81
C -0.65 0.93 -0.60
C -1.05 -0.44 -1.12
C 0.12 -1.41 -1.00
N 0.96 -1.09 -0.10
H 1.90 -0.05 2.69
H 1.85 -1.22 0.31
H 0.27 1.25 -1.10
H -1.41 1.68 -0.75
H -1.90 -0.84 -0.55
H -1.38 -0.38 -2.17

=====

What did the third record say?
61
Properties=species:S:1:pos:R:3 method="wB97M-V/def2-TZVPD" charge=+1 lumo_energy_ev=-4.5 e_homo_ev=-10.964 de_lowest_kj_mol=0.00
Au -0.13 0.30 -0.34
O -3.35 2.64 -0.16
C -2.27 2.13 -0.22
O -2.07 0.81 -0.35
C -0.99 2.96 -0.16
C -0.84 4.32 -0.04
C 0.45 4.84 0.02
C 1.57 4.00 -0.04
C 1.36 2.65 -0.16
N 0.10 2.21 -0.22
C 2.39 1.53 -0.22
O 3.56 1.75 -0.16
O 1.87 0.30 -0.36
H -1.72 4.95 0.01
H 0.59 5.90 0.11
H 2.58 4.38 0.01
Se 1.37 -2.64 -0.66
N -0.19 -1.72 -0.55
C -1.21 -2.56 -0.65
C -2.60 -2.24 -0.61
C -3.48 -3.26 -0.74
C -3.07 -4.62 -0.92
C -1.77 -4.97 -0.96
C -0.79 -3.93 -0.82
N 0.51 -4.14 -0.86
H -2.92 -1.22 -0.47
H -4.54 -3.04 -0.71
H -3.83 -5.38 -1.03
H -1.43 -5.98 -1.10
C 0.28 0.97 7.35
C 0.48 1.88 6.33
C 0.34 1.47 5.01
C 0.01 0.15 4.72
C -0.19 -0.76 5.75
C -0.05 -0.35 7.07
As -0.13 -0.38 2.86
C -1.53 -1.72 2.93
C -2.90 -1.49 3.07
C -3.76 -2.58 3.12
C -3.26 -3.87 3.03
C -1.90 -4.10 2.88
C -1.03 -3.02 2.84
C 0.45 -3.10 2.73
C 1.19 -4.27 2.61
C 2.58 -4.20 2.54
C 3.23 -2.97 2.59
C 2.49 -1.80 2.70
C 1.11 -1.87 2.77
H 0.38 1.29 8.38
H 0.74 2.90 6.55
H 0.49 2.18 4.20
H -0.44 -1.79 5.53
H -0.21 -1.05 7.87
H -3.29 -0.48 3.15
H -4.82 -2.41 3.25
H -3.94 -4.71 3.08
H -1.53 -5.11 2.82
H 0.70 -5.24 2.57
H 3.15 -5.11 2.45
H 4.31 -2.93 2.55
H 3.00 -0.84 2.74